[1]
{"formula": "C62H148O10", "method": "wB97M-V/def2-TZVPD", "elements": ["C", "C", "C", "C", "C", "C", "H", "H", "H", "H", "H", "H", "H", "H", "H", "H", "H", "H", "H", "H", "C", "C", "C", "C", "C", "C", "H", "H", "H", "H", "H", "H", "H", "H", "H", "H", "H", "H", "H", "H", "C", "C", "C", "C", "C", "C", "H", "H", "H", "H", "H", "H", "H", "H", "H", "H", "H", "H", "H", "H", "C", "C", "C", "C", "C", "C", "H", "H", "H", "H", "H", "H", "H", "H", "H", "H", "H", "H", "H", "H", "C", "C", "C", "C", "C", "C", "H", "H", "H", "H", "H", "H", "H", "H", "H", "H", "H", "H", "H", "H", "C", "C", "C", "C", "C", "C", "H", "H", "H", "H", "H", "H", "H", "H", "H", "H", "H", "H", "H", "H", "C", "C", "C", "C", "C", "C", "H", "H", "H", "H", "H", "H", "H", "H", "H", "H", "H", "H", "H", "H", "C", "O", "C", "C", "O", "C", "H", "H", "H", "H", "H", "H", "H", "H", "H", "H", "C", "O", "C", "C", "O", "C", "H", "H", "H", "H", "H", "H", "H", "H", "H", "H", "C", "O", "C", "C", "O", "C", "H", "H", "H", "H", "H", "H", "H", "H", "H", "H", "C", "O", "C", "C", "O", "C", "H", "H", "H", "H", "H", "H", "H", "H", "H", "H", "C", "O", "C", "C", "O", "C", "H", "H", "H", "H", "H", "H", "H", "H", "H", "H"], "xyz": [[6.367, 0.205, -1.051], [6.972, -0.823, -0.124], [7.586, -1.964, -0.936], [8.214, -3.031, -0.102], [8.795, -4.258, -0.761], [10.103, -3.994, -1.572], [7.168, 0.606, -1.704], [5.870, 1.044, -0.600], [5.672, -0.348, -1.684], [7.782, -0.423, 0.468], [6.268, -1.316, 0.555], [8.306, -1.495, -1.644], [6.830, -2.346, -1.645], [8.983, -2.514, 0.506], [7.442, -3.292, 0.640], [8.994, -5.054, -0.080], [8.083, -4.681, -1.479], [9.900, -3.340, -2.410], [10.829, -3.480, -0.962], [10.531, -4.930, -1.939], [0.337, 6.096, -4.500], [-0.608, 5.350, -3.591], [0.187, 4.720, -2.452], [1.290, 3.751, -2.835], [1.840, 2.861, -1.704], [2.975, 2.029, -2.227], [0.944, 6.832, -3.984], [-0.201, 6.622, -5.307], [1.019, 5.390, -4.955], [-1.398, 5.982, -3.201], [-1.079, 4.484, -4.064], [-0.490, 4.242, -1.749], [0.695, 5.558, -1.927], [0.910, 3.133, -3.677], [2.131, 4.294, -3.287], [2.211, 3.453, -0.891], [1.018, 2.247, -1.339], [3.711, 2.652, -2.724], [3.460, 1.420, -1.453], [2.539, 1.260, -2.915], [6.576, 6.346, 1.062], [5.972, 5.172, 0.224], [4.720, 5.572, -0.498], [3.538, 6.118, 0.366], [3.168, 5.313, 1.603], [2.132, 6.046, 2.406], [6.807, 7.213, 0.439], [7.498, 6.050, 1.611], [5.815, 6.720, 1.762], [6.730, 4.807, -0.454], [5.840, 4.369, 0.956], [4.372, 4.660, -1.040], [5.000, 6.311, -1.281], [3.768, 7.158, 0.651], [2.644, 6.194, -0.274], [2.810, 4.347, 1.268], [4.034, 5.169, 2.253], [2.517, 7.070, 2.585], [1.166, 6.071, 1.910], [1.923, 5.595, 3.355], [-2.193, -5.008, -5.766], [-2.015, -3.635, -5.051], [-0.567, -3.329, -4.667], [-0.432, -1.974, -4.036], [-0.139, -0.877, -5.064], [-0.263, 0.606, -4.623], [-1.864, -5.824, -5.115], [-1.578, -5.147, -6.653], [-3.220, -5.155, -6.117], [-2.466, -2.843, -5.633], [-2.491, -3.679, -4.061], [0.028, -3.409, -5.585], [-0.208, -4.113, -4.003], [-1.369, -1.818, -3.432], [0.369, -1.898, -3.300], [0.846, -1.149, -5.420], [-0.759, -1.062, -5.946], [0.319, 0.777, -3.714], [0.001, 1.192, -5.473], [-1.323, 0.911, -4.361], [-0.861, -4.044, -0.227], [-2.125, -4.970, -0.192], [-2.913, -4.879, -1.492], [-4.151, -5.740, -1.647], [-4.742, -5.637, -3.077], [-6.100, -6.434, -3.170], [-0.197, -4.206, 0.622], [-1.267, -3.034, -0.149], [-0.260, -4.123, -1.176], [-1.847, -6.020, -0.034], [-2.805, -4.712, 0.639], [-2.232, -5.097, -2.324], [-3.246, -3.866, -1.670], [-3.811, -6.784, -1.427], [-4.964, -5.425, -0.949], [-4.898, -4.589, -3.359], [-4.076, -6.081, -3.849], [-7.050, -5.945, -2.864], [-6.260, -6.768, -4.220], [-5.921, -7.408, -2.708], [-0.474, -2.349, 3.642], [-0.839, -3.727, 4.054], [-1.710, -3.786, 5.247], [-2.278, -5.235, 5.603], [-1.125, -6.253, 5.745], [-0.190, -5.975, 6.925], [0.279, -2.356, 2.855], [0.008, -1.770, 4.427], [-1.342, -1.767, 3.342], [-1.382, -4.305, 3.309], [0.076, -4.278, 4.223], [-2.564, -3.155, 4.992], [-1.312, -3.239, 6.092], [-2.907, -5.240, 6.504], [-2.973, -5.419, 4.792], [-1.623, -7.236, 5.885], [-0.614, -6.376, 4.773], [0.358, -5.083, 6.827], [-0.756, -5.862, 7.819], [0.446, -6.844, 7.058], [2.353, -3.932, -2.701], [3.833, -3.864, -2.386], [4.210, -4.319, -0.989], [3.924, -3.256, 0.097], [4.316, -3.595, 1.511], [4.183, -2.413, 2.430], [2.218, -3.578, -3.718], [1.802, -3.250, -2.009], [1.948, -4.954, -2.628], [4.303, -4.539, -3.098], [4.229, -2.850, -2.471], [5.279, -4.617, -0.892], [3.663, -5.261, -0.804], [4.392, -2.316, -0.232], [2.878, -2.999, 0.129], [3.770, -4.430, 2.011], [5.343, -3.930, 1.433], [4.621, -2.637, 3.417], [4.729, -1.534, 2.081], [3.170, -2.061, 2.563], [-3.803, -0.126, 3.857], [-4.349, 1.046, 3.322], [-4.035, 1.276, 1.913], [-5.073, 2.268, 1.392], [-6.362, 1.738, 1.217], [-7.207, 1.866, 2.374], [-2.710, -0.094, 3.985], [-4.008, -0.995, 3.265], [-4.262, -0.252, 4.842], [-4.080, 0.288, 1.416], [-3.056, 1.808, 1.833], [-4.674, 2.648, 0.431], [-5.053, 3.106, 2.121], [-6.914, 1.122, 3.107], [-8.238, 1.616, 2.127], [-7.097, 2.836, 2.871], [-0.198, 1.527, 3.766], [-1.203, 1.795, 4.730], [-1.733, 3.088, 4.557], [-2.850, 3.350, 5.563], [-2.250, 3.582, 6.847], [-3.156, 3.644, 7.911], [0.257, 0.547, 3.945], [0.615, 2.255, 3.807], [-0.658, 1.552, 2.783], [-2.212, 3.075, 3.566], [-0.975, 3.877, 4.618], [-3.523, 2.491, 5.621], [-3.445, 4.217, 5.194], [-2.574, 3.664, 8.825], [-3.812, 2.779, 8.015], [-3.794, 4.561, 7.824], [-0.767, 3.459, 0.779], [-1.938, 4.020, 0.190], [-2.001, 5.345, 0.500], [-3.181, 5.958, -0.250], [-4.420, 5.443, 0.180], [-5.508, 6.260, -0.189], [0.156, 3.865, 0.272], [-0.765, 2.384, 0.716], [-0.652, 3.711, 1.834], [-1.110, 5.874, 0.165], [-2.106, 5.537, 1.568], [-3.088, 5.825, -1.339], [-3.250, 7.038, -0.161], [-6.426, 5.842, 0.168], [-5.702, 6.362, -1.275], [-5.414, 7.254, 0.269], [-5.029, -1.803, -3.117], [-5.286, -0.668, -3.906], [-6.174, 0.244, -3.358], [-5.575, 1.256, -2.420], [-4.665, 2.093, -3.140], [-3.850, 3.017, -2.417], [-4.311, -2.385, -3.659], [-5.866, -2.453, -2.984], [-4.685, -1.540, -2.101], [-7.050, -0.156, -2.874], [-6.560, 0.809, -4.174], [-5.149, 0.875, -1.481], [-6.474, 1.866, -2.073], [-4.404, 3.794, -1.902], [-3.152, 3.396, -3.138], [-3.341, 2.484, -1.562], [2.342, 0.974, 1.860], [1.338, 0.874, 0.891], [1.129, -0.500, 0.479], [0.100, -0.628, -0.606], [-1.194, -0.501, -0.014], [-2.136, -0.143, -1.053], [2.461, 1.990, 2.228], [3.318, 0.699, 1.497], [2.104, 0.397, 2.748], [0.849, -1.105, 1.362], [2.025, -0.984, 0.084], [0.135, -1.621, -1.058], [0.269, 0.088, -1.407], [-2.989, 0.242, -0.545], [-2.292, -1.017, -1.705], [-1.693, 0.613, -1.690]], "smiles": "CCCCCC.CCCCCC.CCCCCC.CCCCCC.CCCCCC.CCCCCC.CCCCCC.COCCOC.COCCOC.COCCOC.COCCOC.COCCOC", "total_charge": 0, "homo_energy_ev": -9.23}

---

[2]
{"formula": "C3H3NOS", "method": "wB97M-V/def2-TZVPD", "elements": ["C", "C", "C", "H", "H", "H", "N", "O", "S"], "xyz": [[-0.055, -0.503, 0.498], [1.240, -0.505, 1.284], [2.289, -0.416, 1.835], [-2.018, 0.099, -0.483], [0.559, 1.461, 0.624], [3.183, -0.678, 2.332], [0.061, 0.635, -0.241], [-0.881, -1.341, 0.316], [-0.996, 0.872, -1.563]], "de_lowest_kj_mol": 437.4, "total_charge": 0, "homo_energy_ev": -9.19}

---

[3]
{"formula": "C13H11AuClN4O4S", "method": "wB97M-V/def2-TZVPD", "elements": ["Au", "N", "C", "S", "N", "N", "C", "C", "C", "C", "C", "C", "C", "C", "C", "C", "C", "C", "N", "H", "H", "H", "H", "H", "H", "H", "H", "H", "H", "H", "O", "Cl", "O", "O", "O"], "xyz": [[-2.216, 0.460, -0.778], [-0.610, 4.301, -1.609], [-0.891, 3.042, -1.276], [-2.510, 2.481, -1.735], [0.018, 2.337, -0.662], [-0.389, 1.074, -0.357], [0.403, 0.226, 0.221], [1.793, 0.540, 0.574], [2.683, 1.013, -0.388], [3.996, 1.275, -0.036], [4.415, 1.096, 1.276], [3.526, 0.643, 2.240], [2.218, 0.350, 1.890], [-0.197, -1.095, 0.527], [0.540, -2.170, 0.973], [-0.119, -3.363, 1.263], [-1.487, -3.439, 1.107], [-2.168, -2.334, 0.614], [-1.534, -1.204, 0.325], [-1.277, 4.883, -2.085], [0.283, 4.690, -1.355], [2.352, 1.167, -1.406], [4.692, 1.624, -0.786], [5.440, 1.311, 1.547], [3.849, 0.514, 3.264], [1.525, -0.002, 2.644], [1.609, -2.076, 1.090], [0.444, -4.220, 1.606], [-2.038, -4.339, 1.336], [-3.234, -2.357, 0.437], [-5.028, -0.978, -3.244], [-4.237, -1.357, -2.149], [-4.843, -2.332, -1.322], [-4.114, -0.060, -1.250], [-2.892, -1.702, -2.498]], "de_lowest_kj_mol": 0.0, "total_charge": 1, "homo_energy_ev": -12.41}